Entry 1:
Formula: C21H51BCl2N7O5P2
Source: OMol25
Level of theory: ωB97M-V/def2-TZVPD

Last column: Löwdin charge in e.
Geometry (Å):
C1 -0.414 0.522 -1.156  -0.12
N1 -1.728 1.005 -1.613  -0.12
C2 -1.532 2.101 -2.581  -0.21
C3 -0.849 1.657 -3.877  -0.33
C4 -1.311 2.375 -5.191  -0.16
O1 -0.162 2.435 -6.029  -0.04
B1 0.996 2.002 -5.198  -0.91
C5 1.572 0.652 -5.997  -0.08
C6 0.484 -0.380 -6.258  -0.26
O2 0.746 -1.414 -6.819  0.00
C7 2.143 3.188 -5.249  -0.47
Cl1 3.366 3.228 -6.559  0.64
C8 2.256 4.190 -4.408  -0.74
C9 3.335 5.259 -4.510  -0.18
Cl2 1.132 4.399 -3.070  0.69
O3 0.552 1.483 -3.901  -0.01
H1 0.345 1.320 -1.123  0.09
H2 -0.481 0.076 -0.155  0.06
H3 -0.087 -0.252 -1.861  0.07
H4 -2.202 1.440 -0.825  0.07
H5 -2.539 2.457 -2.863  0.12
H6 -1.045 2.951 -2.071  0.09
H7 -1.270 0.632 -4.008  0.13
H8 -1.705 3.399 -5.037  0.11
H9 -2.090 1.793 -5.714  0.11
H10 1.985 0.886 -6.991  0.08
H11 2.371 0.174 -5.403  0.11
H12 -0.577 -0.207 -5.977  0.12
H13 4.324 4.807 -4.624  0.05
H14 3.154 5.861 -5.412  0.07
H15 3.320 5.941 -3.654  0.05
O4 2.306 -1.779 0.599  -0.29
P1 3.190 -3.003 0.476  0.73
N2 2.155 -3.948 -0.532  -0.36
C10 0.968 -4.618 -0.043  -0.13
C11 1.918 -3.342 -1.840  -0.12
N3 3.184 -3.444 2.132  -0.32
C12 2.796 -4.726 2.671  -0.15
C13 2.888 -2.390 3.097  -0.14
N4 4.508 -4.180 0.256  -0.30
C14 5.808 -3.490 0.152  -0.15
C15 4.488 -5.295 -0.682  -0.14
H16 0.567 -5.270 -0.824  0.08
H17 0.181 -3.918 0.268  0.09
H18 1.194 -5.292 0.783  0.05
H19 2.873 -3.153 -2.345  0.08
H20 1.382 -2.391 -1.764  0.07
H21 1.347 -4.009 -2.487  0.08
H22 1.711 -4.791 2.821  0.08
H23 3.273 -4.892 3.642  0.08
H24 3.115 -5.556 2.040  0.07
H25 1.810 -2.205 3.183  0.08
H26 3.373 -1.458 2.816  0.07
H27 3.274 -2.657 4.085  0.08
H28 5.920 -2.984 -0.812  0.08
H29 6.637 -4.188 0.282  0.07
H30 5.897 -2.737 0.941  0.08
H31 4.431 -4.974 -1.728  0.08
H32 3.667 -5.976 -0.472  0.07
H33 5.404 -5.882 -0.563  0.08
O5 -2.127 2.254 2.253  -0.30
P2 -3.338 1.728 3.003  0.74
N5 -3.617 3.126 3.987  -0.36
C16 -2.789 3.472 5.124  -0.13
C17 -3.973 4.309 3.216  -0.14
N6 -2.536 0.437 3.786  -0.32
C18 -2.476 0.208 5.210  -0.15
C19 -1.322 -0.074 3.150  -0.13
N7 -4.856 1.004 3.597  -0.29
C20 -5.550 0.290 2.507  -0.14
C21 -5.846 1.685 4.420  -0.14
H34 -3.247 4.301 5.672  0.08
H35 -1.770 3.762 4.836  0.09
H36 -2.739 2.662 5.849  0.05
H37 -4.851 4.101 2.593  0.07
H38 -3.159 4.633 2.558  0.08
H39 -4.240 5.141 3.870  0.08
H40 -1.662 0.777 5.677  0.08
H41 -2.298 -0.851 5.420  0.08
H42 -3.413 0.455 5.712  0.07
H43 -0.450 0.551 3.373  0.09
H44 -1.439 -0.123 2.070  0.06
H45 -1.114 -1.093 3.487  0.08
H46 -6.005 0.986 1.796  0.08
H47 -6.326 -0.370 2.899  0.08
H48 -4.841 -0.338 1.959  0.08
H49 -6.307 2.542 3.916  0.08
H50 -5.420 2.013 5.365  0.07
H51 -6.644 0.982 4.679  0.08

Its LUMO energy is 0.0472 Eh. As for the multiplicity: 1. As for the total energy: -87569.82747 eV. As for the relative energy (zero: lowest compared OMol25 entry of this formula, charge and spin): 445.2 kJ/mol. The calculation puts the orbital gap at 0.2100 hartree. Its net charge is -1.


Entry 2:
Formula: C21H51F2N6O8S2V
Source: OMol25
Level of theory: ωB97M-V/def2-TZVPD

Last column: Löwdin charge in e.
Geometry (Å):
O1 17.202 -22.990 1.705  -0.22
V1 15.914 -22.081 1.653  1.20
N1 16.366 -20.805 3.235  -0.36
S1 16.563 -21.293 4.816  0.51
O2 15.360 -21.319 5.569  -0.21
O3 17.762 -20.871 5.388  -0.18
F1 16.792 -22.822 4.492  -0.17
S2 16.585 -19.218 3.394  0.51
O4 17.884 -18.684 3.561  -0.21
O5 15.495 -18.546 3.992  -0.20
F2 16.407 -18.975 1.792  -0.21
C1 17.229 -16.121 1.190  -0.07
C2 17.795 -16.696 -0.121  -0.26
N2 17.453 -15.898 -1.265  -0.20
C3 18.291 -16.087 -2.431  -0.27
C4 19.591 -15.290 -2.409  -0.08
C5 16.020 -15.746 -1.472  -0.22
C6 15.394 -16.954 -2.194  -0.09
H1 17.813 -16.482 2.037  0.07
H2 16.168 -16.327 1.283  0.05
H3 17.424 -15.046 1.217  0.09
H4 18.882 -16.772 -0.005  0.11
H5 17.471 -17.757 -0.204  0.09
H6 17.740 -15.785 -3.331  0.12
H7 18.511 -17.149 -2.662  0.09
H8 19.483 -14.214 -2.506  0.08
H9 20.131 -15.624 -3.306  0.08
H10 20.241 -15.526 -1.565  0.07
H11 15.469 -15.590 -0.552  0.10
H12 15.946 -14.871 -2.124  0.12
H13 15.658 -17.867 -1.654  0.06
H14 14.342 -16.829 -2.442  0.06
H15 15.807 -17.045 -3.207  0.07
C7 13.487 -16.992 6.858  -0.09
C8 13.509 -18.301 7.608  -0.27
N3 12.510 -18.456 8.657  -0.20
C9 12.484 -17.368 9.633  -0.24
C10 13.699 -17.344 10.571  -0.09
C11 12.527 -19.758 9.289  -0.28
C12 12.330 -20.896 8.303  -0.10
H16 12.482 -16.705 6.539  0.08
H17 14.086 -17.130 5.958  0.05
H18 13.861 -16.163 7.458  0.07
H19 13.366 -19.136 6.919  0.09
H20 14.509 -18.501 8.045  0.12
H21 12.477 -16.441 9.064  0.09
H22 11.580 -17.436 10.237  0.11
H23 14.651 -17.247 10.056  0.07
H24 13.574 -16.412 11.148  0.07
H25 13.692 -18.055 11.396  0.07
H26 11.653 -19.772 9.955  0.12
H27 13.372 -19.941 9.969  0.11
H28 11.495 -20.743 7.623  0.08
H29 12.092 -21.824 8.836  0.07
H30 13.260 -21.153 7.791  0.06
C13 13.623 -20.390 0.027  -0.26
O6 14.153 -20.954 1.019  -0.12
N4 13.124 -19.195 0.058  -0.12
C14 12.593 -18.571 -1.162  -0.02
C15 13.307 -18.308 1.206  0.02
H31 13.524 -20.905 -0.930  0.16
H32 11.509 -18.722 -1.162  0.11
H33 12.919 -19.048 -2.086  0.10
H34 12.842 -17.522 -1.216  0.08
H35 14.267 -17.817 1.046  0.09
H36 12.444 -17.663 1.318  0.11
H37 13.411 -18.863 2.136  0.09
C16 17.643 -20.668 -0.743  -0.25
O7 16.823 -21.115 0.072  -0.12
N5 18.867 -20.296 -0.442  -0.13
C17 19.761 -19.828 -1.505  0.00
C18 19.340 -20.219 0.950  0.02
H38 17.438 -20.538 -1.809  0.17
H39 20.541 -19.198 -1.098  0.11
H40 19.179 -19.119 -2.111  0.07
H41 20.014 -20.627 -2.194  0.10
H42 19.374 -19.153 1.183  0.10
H43 18.704 -20.781 1.616  0.06
H44 20.346 -20.623 1.053  0.11
C19 21.266 -25.926 5.556  -0.36
O8 21.984 -26.085 6.490  0.06
N6 20.091 -25.246 5.593  -0.20
C20 19.058 -25.477 4.644  -0.09
C21 19.662 -24.503 6.739  -0.05
H45 21.538 -26.251 4.538  0.14
H46 19.439 -25.869 3.699  0.09
H47 18.581 -24.541 4.336  0.06
H48 18.249 -26.114 5.011  0.10
H49 19.005 -25.108 7.380  0.10
H50 20.470 -24.193 7.398  0.09
H51 19.102 -23.607 6.469  0.08

Its LUMO energy (alpha / beta) is -0.2092 / -0.1925 Eh. As for the multiplicity: 2. As for the total energy: -100709.51347 eV. The calculation puts the orbital gap (alpha / beta) at 0.1341 / 0.1508 hartree. Its expectation value of S² is 0.79. Its net charge is +1.


Entry 3:
Formula: C21H51GeN3O4PSc
Source: OMol25
Level of theory: ωB97M-V/def2-TZVPD

Last column: Löwdin charge in e.
Geometry (Å):
Sc1 0.282 -0.659 -0.346  1.05
C1 -2.708 1.347 4.125  0.00
C2 -2.426 2.128 2.836  -0.66
C3 -1.852 3.512 3.227  -0.02
C4 -3.683 2.315 1.993  0.00
O1 -1.452 1.413 2.086  -0.25
Ge1 0.059 1.976 1.264  1.28
O2 -0.294 1.294 -0.616  -0.38
C5 -0.391 2.331 -1.635  -0.65
C6 -1.600 3.204 -1.331  -0.01
C7 -0.564 1.620 -2.979  0.00
C8 0.895 3.152 -1.625  -0.01
O3 1.095 0.279 1.323  -0.37
C9 2.402 0.247 1.985  -0.64
C10 3.391 -0.417 1.032  -0.02
C11 2.840 1.677 2.285  -0.04
C12 2.281 -0.540 3.286  0.00
H1 -3.472 1.870 4.696  0.11
H2 -1.813 1.259 4.740  0.10
H3 -3.073 0.345 3.891  0.08
H4 -2.571 4.068 3.823  0.11
H5 -1.633 4.076 2.312  0.08
H6 -0.936 3.381 3.807  0.09
H7 -4.401 2.929 2.533  0.11
H8 -4.157 1.353 1.784  0.09
H9 -3.451 2.807 1.046  0.08
H10 -2.511 2.605 -1.281  0.09
H11 -1.729 3.958 -2.106  0.12
H12 -1.465 3.722 -0.374  0.08
H13 -1.529 1.111 -3.018  0.09
H14 0.240 0.895 -3.116  0.06
H15 -0.528 2.342 -3.793  0.12
H16 0.996 3.682 -0.668  0.08
H17 0.891 3.902 -2.413  0.12
H18 1.763 2.502 -1.757  0.09
H19 3.426 0.136 0.091  0.08
H20 3.107 -1.457 0.839  0.09
H21 4.391 -0.420 1.464  0.12
H22 2.912 2.264 1.362  0.09
H23 3.814 1.690 2.768  0.12
H24 2.126 2.151 2.970  0.08
H25 2.081 -1.597 3.106  0.08
H26 1.488 -0.128 3.912  0.10
H27 3.216 -0.477 3.840  0.11
C13 -2.863 -1.158 -1.219  -0.13
C14 -1.997 -1.991 -2.196  -0.15
N1 -0.810 -2.529 -1.502  -0.11
C15 -1.126 -3.715 -0.668  -0.14
C16 -0.276 -3.740 0.602  -0.13
N2 -0.080 -2.387 1.183  -0.11
C17 -1.211 -1.923 2.032  -0.15
C18 -2.448 -1.579 1.207  -0.14
N3 -2.102 -0.785 -0.002  -0.09
H28 -3.190 -0.251 -1.726  0.12
H29 -3.765 -1.705 -0.946  0.13
H30 -2.595 -2.789 -2.640  0.14
H31 -1.643 -1.360 -3.013  0.11
H32 -0.159 -2.830 -2.219  0.10
H33 -2.185 -3.698 -0.426  0.11
H34 -0.953 -4.638 -1.222  0.14
H35 -0.739 -4.409 1.332  0.14
H36 0.710 -4.143 0.368  0.13
H37 0.698 -2.482 1.830  0.10
H38 -1.478 -2.682 2.772  0.15
H39 -0.871 -1.035 2.565  0.10
H40 -2.965 -2.487 0.912  0.12
H41 -3.140 -1.025 1.843  0.12
H42 -2.315 0.184 0.212  0.09
C19 3.560 0.264 -3.306  -0.13
P1 2.663 -1.246 -2.927  0.66
C20 3.855 -2.512 -2.479  -0.13
C21 1.808 -1.799 -4.411  -0.13
O4 1.652 -1.014 -1.778  -0.45
H43 4.272 0.063 -4.109  0.08
H44 4.112 0.602 -2.429  0.07
H45 2.877 1.046 -3.638  0.06
H46 4.526 -2.684 -3.323  0.08
H47 3.346 -3.448 -2.247  0.07
H48 4.445 -2.194 -1.620  0.07
H49 2.532 -1.915 -5.220  0.08
H50 1.051 -1.080 -4.724  0.07
H51 1.340 -2.769 -4.237  0.07

Its LUMO energy (alpha / beta) is -0.2910 / -0.4461 Eh. As for the multiplicity: 2. As for the total energy: -121752.72338 eV. As for the relative energy (zero: lowest compared OMol25 entry of this formula, charge and spin): 0.0 kJ/mol. The calculation puts the orbital gap (alpha / beta) at 0.3908 / 0.2473 hartree. Its expectation value of S² is 0.76. Its net charge is +3.


Entry 4:
Formula: C21H52N2NbO2S
Source: OMol25
Level of theory: ωB97M-V/def2-TZVPD

Last column: Löwdin charge in e.
Geometry (Å):
C1 -3.533 2.542 2.130  -0.13
C2 -3.277 2.822 0.652  -0.38
C3 -2.558 1.674 -0.092  -0.37
Nb1 -0.390 1.955 -0.810  1.65
S1 -1.058 0.371 -2.650  0.24
C4 -0.918 3.979 -1.798  -0.33
C5 -2.316 4.472 -2.167  -0.38
N1 -3.084 3.493 -2.957  -0.02
C6 0.326 0.248 0.496  -0.35
C7 0.449 -1.153 -0.119  -0.35
C8 1.038 -2.143 0.878  -0.22
C9 1.236 -3.601 0.424  -0.21
C10 0.220 -4.169 -0.572  -0.30
N2 0.366 -3.687 -1.946  0.00
C11 0.129 3.210 0.987  -0.31
C12 1.009 2.789 2.176  -0.31
C13 0.197 2.215 3.328  -0.21
C14 1.012 1.394 4.313  -0.24
O1 1.049 0.040 3.900  -0.20
C15 2.133 -0.665 4.449  -0.13
C16 1.682 2.311 -1.801  -0.48
C17 1.786 2.008 -3.296  -0.23
C18 2.951 1.784 -1.082  -0.30
C19 3.611 2.773 -0.106  -0.12
H1 -2.611 2.639 2.713  0.04
H2 -4.259 3.225 2.585  0.06
H3 -3.883 1.517 2.292  0.07
H4 -2.685 3.743 0.603  0.05
H5 -4.229 3.072 0.164  0.09
H6 -3.133 1.399 -0.978  -0.02
H7 -2.558 0.775 0.541  0.03
H8 -1.180 1.334 -3.579  -0.27
H9 -0.300 3.951 -2.713  0.02
H10 -0.465 4.766 -1.175  0.02
H11 -2.853 4.699 -1.241  0.07
H12 -2.267 5.416 -2.727  0.09
H13 -3.922 3.167 -2.494  0.05
H14 -3.360 3.874 -3.853  0.05
H15 -0.387 0.212 1.332  0.04
H16 1.287 0.477 0.974  0.02
H17 -0.535 -1.492 -0.473  0.08
H18 1.049 -1.106 -1.038  0.07
H19 0.429 -2.128 1.790  0.11
H20 2.015 -1.746 1.184  0.10
H21 1.210 -4.249 1.308  0.10
H22 2.238 -3.731 -0.010  0.10
H23 0.288 -5.261 -0.549  0.08
H24 -0.788 -3.914 -0.212  0.10
H25 1.133 -3.037 -2.054  0.05
H26 0.500 -4.445 -2.602  0.05
H27 0.578 4.078 0.488  0.02
H28 -0.817 3.592 1.398  0.03
H29 1.572 3.656 2.555  0.10
H30 1.764 2.059 1.874  0.06
H31 -0.593 1.568 2.932  0.09
H32 -0.303 3.025 3.873  0.11
H33 2.040 1.793 4.353  0.12
H34 0.590 1.445 5.330  0.12
H35 3.090 -0.254 4.094  0.09
H36 2.043 -1.705 4.137  0.08
H37 2.132 -0.611 5.550  0.08
H38 1.713 3.414 -1.704  0.05
H39 0.943 2.428 -3.858  0.03
H40 2.717 2.384 -3.746  0.06
H41 1.725 0.928 -3.476  0.04
H42 2.731 0.854 -0.546  0.07
H43 3.680 1.501 -1.854  0.09
H44 4.570 3.138 -0.488  0.06
H45 3.793 2.349 0.884  0.05
H46 2.974 3.650 0.049  0.05
C20 -1.240 -8.726 -2.666  -0.09
C21 -0.698 -8.744 -1.250  -0.33
O2 -1.028 -7.575 -0.520  -0.08
H47 -0.879 -7.847 -3.200  0.07
H48 -0.928 -9.620 -3.209  0.07
H49 -2.333 -8.702 -2.664  0.07
H50 0.393 -8.769 -1.260  0.11
H51 -1.036 -9.646 -0.725  0.10
H52 -1.986 -7.487 -0.476  0.09

Its LUMO energy is 0.0870 Eh. As for the multiplicity: 1. As for the total energy: -42077.04345 eV. The calculation puts the orbital gap at 0.2281 hartree. Its net charge is -1.


Entry 5:
Formula: C21H52O17
Source: OMol25
Level of theory: ωB97M-V/def2-TZVPD

Last column: Löwdin charge in e.
Geometry (Å):
O1 -0.508 -2.117 -1.252  0.15
C1 -0.767 -1.155 -0.598  -0.58
O2 -1.909 -0.456 -0.584  0.08
C2 -1.820 0.645 0.312  -0.09
C3 -0.405 0.514 0.927  -0.08
O3 0.169 -0.570 0.190  0.03
H1 -1.912 1.574 -0.242  0.12
H2 -2.528 0.559 1.130  0.10
H3 -0.347 0.298 1.991  0.12
H4 0.177 1.407 0.703  0.11
O4 1.236 -5.672 -6.590  0.16
C4 1.258 -5.254 -5.480  -0.57
O5 2.287 -5.375 -4.621  0.06
C5 1.883 -4.985 -3.296  -0.09
C6 0.447 -4.495 -3.508  -0.12
O6 0.244 -4.550 -4.905  0.07
H5 1.983 -5.847 -2.640  0.13
H6 2.569 -4.203 -2.974  0.12
H7 0.318 -3.507 -3.066  0.10
H8 -0.289 -5.113 -2.988  0.11
O7 -0.477 -6.481 -0.864  0.16
C7 -1.226 -5.691 -0.396  -0.57
O8 -2.264 -5.140 -1.055  0.06
C8 -2.989 -4.253 -0.204  -0.09
C9 -2.082 -4.157 1.045  -0.12
O9 -1.157 -5.217 0.874  0.07
H9 -3.119 -3.296 -0.695  0.12
H10 -3.927 -4.723 0.085  0.13
H11 -2.680 -4.349 1.934  0.12
H12 -1.596 -3.189 1.153  0.11
C10 -1.748 -0.355 6.310  -0.09
C11 -1.618 -1.139 5.024  -0.27
O10 -2.922 -1.185 4.355  -0.11
H13 -1.915 0.715 6.132  0.06
H14 -0.778 -0.411 6.813  0.08
H15 -2.554 -0.597 7.001  0.08
H16 -1.460 -2.180 5.326  0.11
H17 -0.818 -0.832 4.362  0.11
H18 -3.436 -1.817 4.864  0.09
C12 1.282 1.051 -4.114  -0.08
C13 1.522 1.375 -2.643  -0.34
O11 2.330 0.409 -2.016  -0.07
H19 0.665 1.827 -4.585  0.07
H20 0.770 0.099 -4.245  0.07
H21 2.227 1.087 -4.654  0.08
H22 0.564 1.549 -2.133  0.10
H23 2.012 2.352 -2.621  0.11
H24 1.781 -0.349 -1.790  0.06
C14 -2.790 3.768 -2.978  -0.10
C15 -3.127 3.508 -4.425  -0.29
O12 -3.439 4.775 -5.052  -0.10
H25 -1.967 4.483 -2.890  0.07
H26 -2.260 2.906 -2.541  0.06
H27 -3.657 4.013 -2.371  0.08
H28 -3.947 2.821 -4.606  0.11
H29 -2.202 3.200 -4.924  0.11
H30 -2.907 4.955 -5.828  0.07
C16 4.888 2.545 1.855  -0.08
C17 3.753 2.808 0.881  -0.29
O13 2.564 3.036 1.670  -0.11
H31 5.826 2.582 1.295  0.08
H32 4.810 1.511 2.188  0.04
H33 4.878 3.254 2.675  0.08
H34 3.580 1.927 0.263  0.10
H35 3.962 3.742 0.352  0.11
H36 1.815 3.131 1.065  0.02
C18 -0.354 5.790 1.213  -0.08
C19 -0.718 4.432 0.707  -0.28
O14 0.371 3.759 0.041  -0.11
H37 0.202 5.808 2.153  0.08
H38 -1.260 6.366 1.451  0.08
H39 0.172 6.456 0.526  0.08
H40 -1.504 4.534 -0.056  0.10
H41 -1.147 3.779 1.465  0.10
H42 0.550 4.266 -0.756  0.10
C20 3.106 -1.442 1.126  -0.09
C21 4.436 -2.015 1.547  -0.31
O15 5.453 -1.019 1.607  -0.08
H43 3.134 -0.964 0.148  0.06
H44 2.777 -0.623 1.785  0.08
H45 2.308 -2.185 1.185  0.07
H46 4.787 -2.677 0.750  0.11
H47 4.397 -2.618 2.457  0.11
H48 5.343 -0.523 2.424  0.06
O16 -4.091 -1.409 1.719  -0.05
H49 -3.383 -1.064 2.279  0.00
H50 -4.889 -1.009 2.077  0.04
O17 -1.618 2.254 3.772  -0.05
H51 -2.217 2.910 4.142  0.05
H52 -2.105 1.425 3.841  0.01

Its LUMO energy is -0.0100 Eh. As for the multiplicity: 1. As for the total energy: -57425.97266 eV. As for the relative energy (zero: lowest compared OMol25 entry of this formula, charge and spin): 0.0 kJ/mol. The calculation puts the orbital gap at 0.3520 hartree. The SMILES is O=C1OCCO1.O=C1OCCO1.O=C1OCCO1.CCO.CCO.CCO.CCO.CCO.CCO.O.O.